(1)
DFT (ωB97M-V with the def2-TZVPD basis set) results for an isolated molecule of C16H14ClF3N2O.

Cartesian coordinates (Å):
Cl  0.686557  3.761431  -0.635354
F  2.061372  -2.501931  1.838772
F  1.579248  -4.491202  1.239792
F  1.793171  -2.937731  -0.352637
O  -0.465248  3.049993  -5.397431
N  -0.117192  1.145640  -4.097624
N  -0.488202  -1.435766  0.689229
C  -0.448638  -0.442200  1.685546
C  1.351433  -3.196271  0.909233
C  -0.578028  -0.551353  3.170917
C  -0.124882  -2.868648  0.997805
C  -0.186841  -0.865196  -2.968213
C  -0.370929  2.521229  -4.289178
C  -0.356043  -1.515547  -1.781730
C  0.237631  2.718839  -1.892412
C  -0.648087  2.209499  1.558998
C  -0.451476  -0.834649  -0.560181
C  -0.496578  0.831481  0.981363
C  -0.253235  0.549697  -0.474328
C  0.762815  -0.280986  3.883353
C  -0.024725  0.549713  -2.893379
C  0.013848  1.309957  -1.695370
C  -0.083573  3.260520  -3.094794
H  -0.526219  0.589267  -4.868022
H  1.636354  -0.417102  3.268141
H  -0.638127  -3.506952  0.388395
H  0.852965  0.774961  4.171471
H  -0.263576  -1.432445  -3.906199
H  -1.343243  0.134577  3.473836
H  -0.913750  2.101724  2.577305
H  0.294950  2.901016  1.533077
H  0.752120  -0.806252  4.819688
H  -0.416724  -3.154607  2.016754
H  -1.497968  2.650537  1.028543
H  -0.927957  -1.566414  3.349453
H  -0.300592  -2.619745  -1.691855
H  -0.100629  4.364915  -2.982966

Cartesian forces (eV/Å) of the 6 atoms listed first:
0.48 0.53 0.11
-0.14 0.11 -1.08
-0.26 0.39 -0.81
0.37 -0.40 1.29
-0.86 -1.02 0.79
-1.40 1.65 -2.58

## Properties
gap between HOMO and LUMO = 7.8703 eV
net charge = 0
DFT total energy = -42521.388 eV
highest occupied orbital energy = -7.8 eV
SMILES = CCc1c(C)c2c3c(Cl)cc(=O)[nH]c3ccc2n1CC(F)(F)F


(2)
DFT (ωB97M-V with the def2-TZVPD basis set) results for a structure of composition C12H18I2LuO5STl.

Cartesian coordinates (Å):
Tl  1.274478  -0.414931  1.891711
Lu  -0.605522  1.388581  -0.904547
I  -2.255601  3.039500  1.093800
I  -1.411130  4.168857  -1.881871
S  -1.818222  0.133019  1.076847
O  -0.356377  -3.968769  0.588932
O  1.934144  -0.397339  -2.862403
O  -0.670397  -1.919178  -2.224422
O  1.153318  1.572868  0.016752
O  4.157175  -3.380366  1.348274
C  3.426508  -2.523150  1.443084
C  0.882229  0.027038  -2.463250
C  2.226587  3.148399  1.455010
C  -3.387052  -1.790365  0.166970
C  3.587548  1.475520  0.153034
C  -3.501265  -0.286985  0.498528
C  -3.972548  0.479241  -0.740589
C  -0.495407  -0.778422  -1.911466
C  0.063183  -2.933545  0.764019
C  2.341711  2.362028  0.137078
C  2.440397  3.316918  -1.057166
C  -4.450674  -0.061932  1.663613
H  -4.075653  1.556198  -0.538605
H  2.477301  2.736939  -1.984970
H  3.627743  0.815477  1.035275
H  -3.303325  0.330955  -1.610814
H  3.575540  0.852403  -0.745631
H  1.333251  3.800518  1.403164
H  -2.685522  -1.943836  -0.668858
H  -4.056400  -0.562597  2.545360
H  -4.567621  1.002806  1.863112
H  1.556843  3.968763  -1.159685
H  4.500640  2.089293  0.160800
H  -3.028411  -2.355298  1.043721
H  3.133116  3.764735  1.654243
H  -4.973806  0.089811  -1.011653
H  2.099228  2.453022  2.305907
H  -4.391007  -2.175418  -0.113849
H  3.363495  3.910122  -0.965999
H  -5.430480  -0.488312  1.422932

Cartesian forces (eV/Å) of the 6 atoms listed first:
0.92 -0.36 0.83
1.79 -0.11 -0.46
0.32 -0.43 -0.23
-0.60 -0.04 0.92
-1.32 1.59 -0.24
0.74 1.65 0.30

## Properties
gap between HOMO and LUMO (alpha / beta) = 3.9075 / 4.2342 eV
net charge = +4
DFT total energy = -88274.381 eV
highest occupied orbital energy (alpha / beta) = -22.5 / -22.5 eV